--- w ---
One molecule with the formula C2HClF2S, computed with ωB97M-V/def2-TZVPD.

```
7
Properties=species:S:1:pos:R:3:nbo_charge:R:1
C 0.2143 0.0759 0.5819 0.615
C -0.2301 -0.2240 -0.8316 -0.387
H -1.0968 -0.8998 -0.8879 0.224
F 0.3852 -1.0906 1.2487 -0.317
F 1.3588 0.7487 0.6347 -0.300
S 0.4256 0.3753 -2.1528 0.192
Cl -1.0570 1.0144 1.4071 -0.027
```

Its orbital gap is 8.52 eV. Its SMILES is FC(F)(Cl)C=S. The calculation puts the highest occupied orbital energy at -9.6607 eV.

---

--- x ---
A 2-piece molecular cluster, C2HClF2S overall, computed with ωB97M-V/def2-TZVPD.

```
7
Properties=species:S:1:pos:R:3:nbo_charge:R:1
C -0.8209 -0.3820 -0.0785 -0.293
C -0.6075 0.9172 0.0722 0.612
F 0.4105 1.6043 -0.3932 -0.301
F -1.2950 1.7193 0.8295 -0.284
S -1.5065 -1.7874 0.1909 0.254
Cl 2.1087 -1.3146 0.2696 -0.269
H 1.7107 -0.7568 -0.8905 0.281
```

Its orbital gap is 7.04 eV. Its SMILES is FC(F)=C=S.Cl. The calculation puts the highest occupied orbital energy at -8.7106 eV.

---

What should be chosen as the least stable of them? Choose x.

---

--- w ---
One molecule with the formula CH2N2OS, computed with ωB97M-V/def2-TZVPD.

```
7
Properties=species:S:1:pos:R:3:nbo_charge:R:1
C 0.3655 -0.0808 1.3356 -0.087
N 0.9321 0.3549 2.3531 -0.212
N -1.3008 0.2992 -0.6029 -1.120
O 0.6135 -1.3951 -0.9246 -0.876
S 0.1174 -0.1426 -0.4082 1.817
H -1.8809 -0.0079 -1.3361 0.418
H 1.1533 0.9723 -0.4169 0.058
```

Its orbital gap is 10.43 eV. Its SMILES is N#C[S@H](=N)=O. The calculation puts the highest occupied orbital energy at -11.1304 eV.

---

--- x ---
A 2-piece molecular cluster, CH2N2OS overall, computed with ωB97M-V/def2-TZVPD.

```
7
Properties=species:S:1:pos:R:3:nbo_charge:R:1
C 2.1882 0.1250 0.0212 0.021
N 3.2662 0.5148 -0.0643 -0.486
N -1.5016 0.6912 0.3941 -0.935
O -0.7919 -1.8029 0.1487 -0.776
S -0.6483 -0.3857 -0.2785 1.635
H -1.2372 1.2002 1.2307 0.422
H -1.2754 -0.3426 -1.4519 0.119
```

Its orbital gap (alpha / beta) is 6.41 / 6.41 eV. The calculation puts the highest occupied orbital energy (alpha / beta) at -10.7976 / -10.7967 eV.

---

What should be chosen as the least stable of them? Choose x.

---

--- w ---
An isolated ion of composition C2H4NO and charge +1, computed with ωB97M-V/def2-TZVPD.

```
8
Properties=species:S:1:pos:R:3:nbo_charge:R:1
C -0.5027 0.9163 -0.5838 -0.057
C 0.4627 0.8168 0.5715 -0.403
N 0.5104 2.1540 0.7994 0.382
O 1.0605 2.9118 0.1531 0.038
H -1.5287 0.7156 -0.4211 0.215
H 1.5307 0.4422 0.4609 0.318
H -0.0024 0.1514 1.2336 0.295
H -0.5036 1.6037 -1.3816 0.211
```

Its orbital gap (alpha / beta) is 9.28 / 7.51 eV. As for the charge: +1. The calculation puts the highest occupied orbital energy (alpha / beta) at -17.3417 / -15.8646 eV.

---

--- x ---
An isolated ion of composition C2H4NO and charge +1, computed with ωB97M-V/def2-TZVPD.

```
8
Properties=species:S:1:pos:R:3:nbo_charge:R:1
C -0.4123 -0.0013 0.5061 -0.001
C 0.8860 0.0635 -0.2327 -0.651
N -1.5362 -0.1527 -0.0119 0.424
O -2.6019 -0.2318 -0.4191 0.039
H -0.1017 0.2247 1.5381 0.355
H 1.4949 0.9702 -0.0948 0.292
H 1.5138 -0.8275 -0.0389 0.290
H 0.7574 -0.0451 -1.2468 0.253
```

Its orbital gap is 9.24 eV. Its SMILES is CC=[N+]=O. As for the charge: +1. The calculation puts the highest occupied orbital energy at -17.3174 eV.

---

What should be chosen as the least stable of them? Choose w.